The following is a DFT calculation (the ωB97M-V functional and the def2-TZVPD basis) of a cluster of 2 separate species, C5H13N2 in total.

Values from the calculation:
- M: 101.17 g mol⁻¹

```
! wB97M-V def2-TZVPD RIJCOSX def2/J DEFGRID3
* xyz 1 1
C -0.04 2.00 -1.28
C 0.13 -1.89 1.81
C -0.69 -1.47 -0.62
C -0.11 0.94 0.83
C 0.28 -1.13 0.53
N 0.54 2.82 -2.19
N 0.57 1.67 -0.15
H -1.11 1.81 -1.37
H 0.31 -1.17 2.61
H -0.97 -2.09 2.00
H 0.71 -2.87 1.72
H -1.59 -0.96 -0.57
H -0.91 -2.49 -0.47
H -0.27 -1.41 -1.69
H -1.09 1.10 0.67
H 0.08 0.98 1.83
H 1.24 -1.12 0.21
H 0.05 3.28 -2.91
H 1.49 3.07 -2.24
H 1.45 1.92 0.24
*
```

Here are the Mulliken charges for atoms 1 to 4, given in e: 0.30 -1.14 -1.26 -1.16

The following is a DFT calculation (the ωB97M-V functional and the def2-TZVPD basis) of a cluster of 2 separate species, C5H13N2 in total.

Values from the calculation:
- M: 101.17 g mol⁻¹

```
! wB97M-V def2-TZVPD RIJCOSX def2/J DEFGRID3
* xyz 1 1
C 0.30 -1.87 0.94
C 0.79 -1.27 2.19
C -1.35 0.86 0.39
C 0.28 1.83 -1.90
C -0.47 -0.13 -0.40
N 0.13 -2.97 0.48
N 0.66 0.68 -1.05
H 0.75 -2.08 2.84
H 0.10 -0.61 2.54
H 1.79 -0.84 2.21
H -2.09 1.39 -0.31
H -0.71 1.52 0.92
H -1.94 0.28 1.05
H 1.18 2.26 -2.42
H -0.34 1.32 -2.71
H -0.49 2.37 -1.30
H -0.98 -0.58 -1.28
H -0.08 -3.37 -0.46
H 1.28 0.01 -1.41
H 1.19 1.20 -0.32
*
```

Here are the Mulliken charges for atoms 1 to 4, given in e: 0.76 -1.17 -1.49 -0.80

The following is a DFT calculation (the ωB97M-V functional and the def2-TZVPD basis) of the ion C5H13N2 with charge +1.

Values from the calculation:
- M: 101.17 g mol⁻¹

```
! wB97M-V def2-TZVPD RIJCOSX def2/J DEFGRID3
* xyz 1 1
C -1.79 0.41 -0.68
C -0.31 0.79 -0.31
C 0.45 -0.13 0.64
C 1.60 0.30 1.34
C 1.62 -1.21 -1.12
N 0.54 -1.45 -0.05
N -2.76 0.75 0.38
H -2.14 -0.56 -1.07
H -1.95 1.13 -1.52
H 0.42 0.95 -1.13
H -0.39 1.77 0.10
H 1.49 0.56 2.42
H 2.58 0.62 0.99
H 2.24 -2.13 -1.11
H 2.17 -0.33 -0.65
H 1.23 -1.07 -2.13
H 0.99 -2.08 0.67
H -2.88 1.73 0.53
H -2.76 0.22 1.21
H -0.33 -0.26 1.49
*
```

Here are the Mulliken charges for atoms 1 to 4, given in e: -0.52 -0.52 0.07 -0.48

The following is a DFT calculation (the ωB97M-V functional and the def2-TZVPD basis) of a cluster of 2 separate species, C5H13N2 in total.

Values from the calculation:
- M: 101.17 g mol⁻¹

```
! wB97M-V def2-TZVPD RIJCOSX def2/J DEFGRID3
* xyz 1 1
C -1.23 -0.70 -0.49
C -2.34 0.30 -0.56
C 0.68 1.44 -1.19
C 1.45 0.93 1.13
C 0.84 -2.32 0.81
N 0.68 0.56 -0.01
N -0.08 -0.48 -0.03
H -1.41 -1.75 -0.54
H -2.36 0.79 -1.59
H -3.26 -0.42 -0.29
H -2.25 0.96 0.23
H -0.11 1.08 -1.91
H 0.54 2.42 -0.79
H 1.56 1.48 -1.75
H 1.25 0.24 2.02
H 2.49 1.13 0.92
H 0.94 1.89 1.41
H -0.11 -2.45 1.25
H 1.72 -2.25 1.40
H 1.01 -2.85 -0.03
*
```

Here are the Mulliken charges for atoms 1 to 4, given in e: 0.10 -1.04 -0.76 -0.93

The following is a DFT calculation (the ωB97M-V functional and the def2-TZVPD basis) of a cluster of 2 separate species, C5H13N2 in total.

Values from the calculation:
- M: 101.17 g mol⁻¹

```
! wB97M-V def2-TZVPD RIJCOSX def2/J DEFGRID3
* xyz 1 1
C 0.93 0.82 -1.48
C -0.20 -0.19 -1.27
C -2.00 -0.85 -2.63
N -0.71 -0.72 -2.59
H 0.77 1.88 -1.21
H 1.86 0.43 -1.09
H 1.13 0.87 -2.57
H -0.97 0.27 -0.65
H 0.21 -1.03 -0.70
H -2.68 -0.67 -1.78
H -2.54 -0.98 -3.57
C -0.05 -0.29 2.04
C 0.26 -0.83 3.23
N 0.83 0.79 1.50
H -0.88 -0.42 1.35
H -0.40 -1.48 3.77
H 1.29 -0.67 3.55
H 1.60 0.96 2.18
H 1.24 0.43 0.61
H 0.30 1.67 1.32
*
```

Here are the Mulliken charges for atoms 1 to 4, given in e: -1.61 0.01 -0.23 -0.46

The following is a DFT calculation (the ωB97M-V functional and the def2-TZVPD basis) of a cluster of 2 separate species, C5H13N2 in total.

Values from the calculation:
- M: 101.17 g mol⁻¹

```
! wB97M-V def2-TZVPD RIJCOSX def2/J DEFGRID3
* xyz 1 1
C 2.95 -0.84 0.76
C -3.24 0.62 0.33
C 2.74 1.27 -0.42
C -2.50 -0.60 -0.21
C -1.03 -0.50 0.14
N -0.20 -0.84 -0.73
N 2.30 -0.09 -0.05
H 2.56 -1.78 0.90
H 3.91 -0.44 1.32
H -4.37 0.46 0.16
H -3.00 1.71 0.15
H -2.99 0.42 1.45
H 2.45 1.25 -1.61
H 3.83 1.51 -0.34
H 2.18 2.02 0.13
H -2.61 -0.91 -1.21
H -2.75 -1.40 0.52
H -0.67 -0.08 1.06
H 0.92 -0.63 -0.70
H -0.51 -1.16 -1.66
*
```

Here are the Mulliken charges for atoms 1 to 4, given in e: -0.34 -0.93 -0.84 -0.49

Computed values of relative energy (zero: lowest compared OMol25 entry of this formula, charge and spin) (unit: kcal/mol) for the preceding records, in sequence: 91.3; 114.0; 148.3; 147.6; 91.4; 76.0.
Computed values of F_max (unit: hartree/bohr) for the preceding records, in sequence: 0.1150; 0.0682; 0.1034; 0.0994; 0.0500; 0.0915.
Computed values of DFT total energy (unit: eV) for the preceding records, in sequence: -8366.85164; -8365.86792; -8364.37874; -8364.40989; -8366.84871; -8367.51329.